[1]
51
Properties=species:S:1:pos:R:3 method="wB97M-V/def2-TZVPD" orbital_gap_ha="0.218 / 0.242" de_lowest_kj_mol=0.0 spin_multiplicity=4 s2=4.0759 e_homo_ev="-11.51 / -11.60" max_force_ha_per_bohr=0.0414 charge=+1
O 0.53 0.17 -3.45
C 0.36 1.48 -4.11
C 0.24 0.92 -5.50
H 1.24 2.12 -3.99
H -0.55 2.00 -3.79
C 0.40 -0.43 -4.76
H 1.10 1.16 -6.13
H -0.74 1.06 -5.95
C 1.63 -1.20 -5.21
H 2.55 -0.62 -5.12
H 1.45 -1.50 -6.26
H 1.75 -2.10 -4.61
C -0.85 -1.26 -4.94
H -1.75 -0.70 -4.66
H -0.79 -2.17 -4.33
H -0.92 -1.55 -6.00
Mn -0.16 -0.22 4.00
C -2.02 -0.66 4.96
C -1.83 0.73 5.11
C -1.77 1.33 3.81
H -1.83 1.29 6.04
C -1.89 0.28 2.82
C -2.07 -0.96 3.54
H -2.39 -1.90 3.09
H -2.17 -1.36 5.77
H -1.75 2.39 3.59
H -1.92 0.43 1.74
C 1.02 -1.66 5.13
C 0.14 -2.30 4.20
C 0.51 -1.87 2.87
H -0.60 -3.05 4.45
C 1.66 -1.03 3.00
C 1.97 -0.90 4.38
H 2.82 -0.38 4.81
H 1.03 -1.81 6.21
H 0.08 -2.22 1.93
H 2.24 -0.62 2.18
O 1.48 0.45 -0.36
C 0.16 -0.15 -0.58
C -0.82 0.95 -1.04
H -0.15 -0.58 0.40
H 0.30 -0.97 -1.30
C 0.12 2.16 -1.17
H -1.51 1.17 -0.21
H -1.40 0.69 -1.94
C 1.12 1.83 -0.04
H -0.37 3.14 -1.19
H 0.65 2.01 -2.12
H 0.58 1.91 0.93
H 2.00 2.47 0.04
Br 1.14 2.03 3.77

[2]
51
Properties=species:S:1:pos:R:3 method="wB97M-V/def2-TZVPD" orbital_gap_ha=0.268 de_lowest_kj_mol=0.0 e_homo_ev=-11.77 max_force_ha_per_bohr=0.0373 charge=+1
O -0.17 0.08 0.81
C 0.89 -0.44 -0.16
C 0.40 0.47 -1.27
H 0.71 -1.51 -0.28
H 1.89 -0.20 0.25
C -0.73 0.86 -0.31
H 0.12 -0.10 -2.17
H 1.11 1.29 -1.46
C -2.08 0.24 -0.64
H -2.00 -0.86 -0.63
H -2.44 0.59 -1.62
H -2.81 0.54 0.13
C -0.84 2.33 0.09
H 0.15 2.77 0.25
H -1.43 2.47 1.01
H -1.36 2.88 -0.71
Ce 0.14 -0.30 3.08
C 0.94 1.67 4.71
C 1.94 0.65 4.62
C 2.48 0.68 3.29
H 2.13 -0.12 5.37
C 1.80 1.73 2.57
C 0.85 2.33 3.45
H 0.20 3.17 3.20
H 0.33 1.89 5.59
H 3.18 -0.03 2.85
H 2.01 2.05 1.55
C -1.59 -0.42 5.01
C -2.02 0.76 4.34
C -2.46 0.41 3.03
H -2.04 1.77 4.75
C -2.32 -1.02 2.88
C -1.79 -1.54 4.11
H -1.45 -2.55 4.29
H -1.15 -0.48 6.00
H -2.87 1.10 2.29
H -2.50 -1.57 1.96
O 0.69 -1.59 -4.23
C 0.21 -0.51 -5.09
C 0.40 -0.91 -6.56
H 0.82 0.39 -4.88
H -0.83 -0.27 -4.81
C 1.59 -1.86 -6.49
H 0.56 -0.04 -7.21
H -0.48 -1.46 -6.90
C 1.39 -2.53 -5.12
H 2.52 -1.28 -6.46
H 1.65 -2.57 -7.32
H 2.32 -2.87 -4.63
H 0.75 -3.43 -5.27
Cl 1.17 -2.64 2.70

[3]
53
Properties=species:S:1:pos:R:3 method="wB97M-V/def2-TZVPD" orbital_gap_ha="0.174 / 0.173" spin_multiplicity=3 s2=2.0812 e_homo_ev="0.44 / 0.44" max_force_ha_per_bohr=0.1394 charge=-2
C -0.50 0.89 -2.04
C -1.33 -0.27 -1.92
C -0.50 -1.41 -1.71
C -2.80 -0.30 -2.21
C 0.87 -0.96 -1.65
C 0.88 0.47 -1.88
C 2.06 1.32 -2.19
C -1.01 2.24 -2.38
C -1.00 -2.81 -1.71
C 2.06 -1.87 -1.60
Mo -0.24 0.14 -0.03
Cl -2.49 -0.21 0.90
Cl -0.20 2.39 0.70
Cl 0.38 -1.97 1.11
H -3.26 0.64 -1.91
H -3.28 -1.12 -1.67
H -2.96 -0.45 -3.28
H -1.89 -2.90 -1.08
H -0.25 -3.52 -1.35
H -1.29 -3.11 -2.73
H 1.84 -2.74 -0.99
H 2.92 -1.35 -1.18
H 2.34 -2.23 -2.60
H 2.96 0.91 -1.74
H 1.92 2.31 -1.72
H 2.23 1.42 -3.27
H -1.92 2.44 -1.82
H -1.24 2.30 -3.45
H -0.27 3.01 -2.14
O 2.15 2.52 0.31
H 2.88 3.20 0.29
C -0.79 0.28 6.01
N -0.89 0.52 4.61
C -1.30 1.82 4.19
C -0.26 -0.41 3.69
C 1.11 0.06 3.21
C 2.13 0.19 4.15
C 3.40 0.63 3.74
C 3.61 0.94 2.41
C 2.60 0.76 1.46
C 1.37 0.28 1.86
H -1.68 0.70 6.49
H 0.09 0.79 6.44
H -0.72 -0.80 6.21
H -0.44 2.50 4.12
H -1.79 1.78 3.21
H -1.99 2.19 4.94
H -0.19 -1.39 4.22
H -0.97 -0.53 2.86
H 1.94 -0.05 5.20
H 4.19 0.71 4.47
H 4.55 1.40 2.11
H 2.88 0.63 0.41